No. 1
{
  "formula": "C2H5BrClN",
  "method": "ωB97M-V/def2-TZVPD",
  "charge": 0,
  "largest_force_ev_per_a": 4.2,
  "de_lowest_kcal_mol": 120.2,
  "species": ["C", "C", "N", "Cl", "Br", "H", "H", "H", "H", "H"],
  "positions_angstrom": [[0.9291, 0.2809, -0.2919], [-0.3954, 0.6744, -0.5106], [0.1218, -1.5826, 1.2560], [-1.4398, -1.1268, 1.6046], [-0.2855, 2.7109, -1.2722], [1.6509, 0.8682, 0.2145], [1.2110, -0.5806, -0.9803], [-0.8596, 1.0813, 0.4790], [-1.0298, -0.0497, -1.0996], [0.0974, -2.2761, 0.6006]],
  "forces_ev_per_a": [[0.142, -3.144, -2.016], [-1.839, 1.918, 1.880], [1.065, 3.167, 2.487], [-0.412, -0.419, 0.154], [-0.167, -1.059, -0.159], [0.430, 0.201, 0.528], [0.410, 1.407, 1.156], [0.341, -1.063, -1.960], [0.577, 1.438, 0.519], [-0.546, -2.444, -2.589]]
}

No. 2
{
  "formula": "C22H44CeN3OP3S",
  "method": "ωB97M-V/def2-TZVPD",
  "charge": 3,
  "multiplicity": 2,
  "largest_force_ev_per_a": 3.1,
  "de_lowest_kcal_mol": 39.5,
  "species": ["Ce", "P", "P", "P", "H", "C", "C", "H", "C", "C", "C", "C", "C", "C", "C", "C", "C", "H", "H", "H", "H", "H", "H", "H", "H", "H", "H", "H", "H", "H", "H", "H", "H", "H", "H", "H", "H", "H", "H", "H", "H", "H", "H", "H", "H", "H", "C", "C", "C", "C", "C", "C", "S", "H", "H", "H", "H", "H", "H", "C", "N", "C", "C", "C", "N", "C", "O", "N", "H", "H", "H", "H", "H", "H", "H"],
  "positions_angstrom": [[-1.3198, 0.0583, -0.1819], [1.9884, 1.0197, 1.4041], [-2.1096, 2.3627, 0.9363], [0.7544, 1.6124, -1.5469], [0.9860, -3.9600, -0.4682], [1.9120, -3.4578, -0.7821], [2.6545, -2.8788, 0.1699], [2.1694, -2.7033, 1.1668], [2.5755, 0.5090, 3.0954], [2.0892, 2.8306, 1.7486], [3.6589, 0.9797, 0.6010], [-3.5114, 1.7651, -0.1361], [-2.8630, 2.6496, 2.5393], [-1.6830, 3.9716, 0.2646], [1.9897, 0.6763, -2.5305], [1.5305, 3.2566, -1.5518], [-0.6060, 1.8267, -2.7844], [2.0795, -3.3492, -1.8590], [3.6730, -2.5046, -0.0172], [2.5980, -0.5880, 3.1545], [1.9110, 0.8886, 3.8890], [3.6085, 0.8711, 3.2410], [1.2279, 3.1524, 2.3420], [2.0984, 3.4106, 0.8228], [3.0214, 3.0302, 2.2985], [3.9179, -0.0396, 0.2847], [4.4064, 1.3329, 1.3296], [3.7027, 1.6391, -0.2750], [-4.2949, 2.5137, 0.0641], [-3.8778, 0.7604, 0.1544], [-3.2629, 1.7685, -1.2165], [-3.8666, 3.0865, 2.4071], [-2.1972, 3.3349, 3.0901], [-2.9376, 1.7051, 3.1011], [-2.4909, 4.6855, 0.4977], [-1.5213, 3.9147, -0.8180], [-0.7401, 4.2741, 0.7410], [1.8214, 0.9237, -3.5889], [1.8917, -0.4110, -2.3864], [3.0054, 0.9518, -2.2186], [1.6814, 3.5960, -2.5866], [2.5033, 3.2248, -1.0502], [0.9182, 3.9959, -1.0236], [-0.1530, 1.7575, -3.7854], [-1.1222, 2.7840, -2.6689], [-1.3800, 1.0329, -2.6840], [-0.7093, -2.4412, -4.3805], [-1.7108, -2.3614, -5.3702], [-1.6695, -3.1311, -6.5495], [-0.7370, -4.1730, -6.7209], [0.3159, -4.2151, -5.7838], [0.3039, -3.3906, -4.6327], [-0.7499, -1.3658, -2.8699], [-0.8819, -2.1480, -1.7888], [-2.5141, -1.6595, -5.1843], [-2.3851, -2.8959, -7.3396], [-0.8467, -4.9072, -7.5394], [1.1408, -4.9190, -5.9745], [1.1095, -3.5158, -3.9133], [-1.6733, -3.6794, 3.5298], [-1.2452, -2.2856, 3.6831], [-1.1989, -1.9165, 4.9898], [-0.8380, -0.6436, 5.3063], [-0.7159, 0.2610, 4.2229], [-0.9791, -0.0624, 2.9058], [-1.1308, -1.3912, 2.6582], [-1.2340, -1.8172, 1.4424], [-0.2770, 1.5236, 4.4286], [-2.6060, -3.7396, 2.9813], [-1.8646, -3.9582, 4.5655], [-0.8921, -4.3426, 3.1666], [-1.4280, -2.7450, 5.6526], [-0.7282, -0.3849, 6.3648], [0.0052, 1.8966, 5.3512], [-0.2973, 2.1478, 3.6151]],
  "forces_ev_per_a": [[2.211, -2.010, 0.849], [1.083, 0.365, 0.909], [-0.019, 0.582, -0.122], [-0.104, 0.007, -1.020], [0.176, 0.383, -0.351], [-0.556, 0.646, 0.415], [-0.591, 0.386, 0.077], [1.031, -0.719, -0.714], [-0.168, -0.545, -0.045], [-0.364, 0.135, -0.077], [0.021, -0.428, -0.317], [-0.035, 0.356, 0.164], [-0.211, -0.117, 0.438], [-0.171, 0.445, 0.027], [0.124, -0.541, 0.188], [-0.033, 0.553, 0.168], [-0.194, 0.152, 0.078], [0.538, -0.683, 0.482], [-0.684, 0.093, 0.114], [0.016, 0.212, 0.092], [0.451, -0.157, -0.438], [-0.548, -0.061, 0.046], [0.155, 0.157, 0.061], [-0.014, -0.043, 0.377], [-0.384, 0.016, -0.111], [0.016, 0.288, 0.060], [-0.283, -0.131, -0.319], [0.003, -0.214, 0.218], [-0.096, -0.577, -0.441], [-0.260, 0.386, 0.024], [-0.215, 0.172, 0.315], [0.427, 0.020, 0.225], [-0.456, -0.122, -0.108], [-0.049, 0.400, -0.204], [0.436, -0.065, -0.198], [-0.097, 0.090, 0.255], [-0.300, 0.137, -0.099], [0.275, -0.105, 0.299], [0.010, 0.455, -0.113], [-0.312, 0.046, -0.193], [-0.064, -0.180, 0.228], [-0.205, -0.069, -0.289], [0.097, -0.113, -0.190], [-0.549, -0.001, 0.181], [0.218, 0.024, -0.117], [0.357, 0.509, -0.426], [-0.166, -1.645, -1.127], [0.236, 0.631, 0.449], [-0.025, -0.140, 0.392], [0.058, 0.988, 0.745], [-0.557, -0.061, 0.074], [0.534, 0.056, 0.206], [-0.079, -0.393, -0.814], [0.024, -1.035, -0.197], [-0.109, 0.028, -0.414], [-0.042, -0.321, 0.418], [0.362, 0.732, 0.435], [-0.442, 0.387, 0.509], [-0.030, 0.052, -0.190], [-0.107, -0.438, 0.239], [-0.415, -0.394, -0.032], [0.758, 1.205, -0.421], [-0.447, -0.725, 0.559], [0.535, 1.048, -0.752], [0.341, -1.333, 1.250], [-0.419, 0.243, -0.446], [-0.080, 1.272, 0.289], [-0.494, 0.191, -0.043], [0.106, -0.118, -0.306], [-0.257, -0.654, -0.536], [-0.047, 0.212, -0.396], [0.284, 0.722, 0.435], [0.010, 0.254, -0.613], [-0.485, -0.481, -0.956], [0.273, -0.423, 0.844]]
}

Number 1: electronic energy -86205.23502 eV, molar mass 158.4 g mol⁻¹. Number 2: electronic energy -81650.97026 eV, molar mass 631.7 g mol⁻¹.